ORCA calculation (wB97M-V/def2-TZVPD) on 7 unconnected molecules or ions with the total composition C31H47FN2O21P at a distorted geometry.

Positions of all 103 atoms, in Å:
P (-0.7120, -6.5418, -3.8735)
F (4.1762, -7.4006, -5.3481)
O (-0.3397, 4.7907, -2.8443)
O (-1.8111, -6.3472, -4.9966)
O (5.6326, -6.0111, -1.2147)
O (0.9514, -3.4206, 3.9417)
O (2.1297, -0.6001, -2.5850)
O (-1.0087, 2.2266, 2.6253)
O (1.6389, 1.5899, -2.6581)
O (-6.1718, 5.4262, 8.0340)
O (-0.0221, 6.8684, -2.0867)
O (-2.7612, 3.6116, 2.3202)
O (1.4345, 5.9781, -3.5585)
O (-6.7128, 5.0829, 5.8732)
O (-0.3535, -7.9220, -3.6242)
O (4.8168, -3.9127, -1.1456)
O (0.9967, -1.8864, 2.3253)
O (-4.8502, 4.1683, 6.7450)
O (3.5708, -5.6060, -0.3984)
O (-2.8162, 2.1005, 3.9623)
O (2.7523, -3.2693, 2.6034)
O (-1.3247, -5.8897, -2.5360)
O (1.8542, 0.4495, -4.5597)
N (3.1589, -4.2008, -4.6996)
N (3.0756, -5.4991, -4.5783)
C (6.2353, -4.6588, -4.1159)
C (1.8950, 0.3933, -3.2065)
C (-0.9094, -0.4789, 2.9096)
C (2.8802, -4.3890, -0.0205)
C (4.7547, -5.2511, -0.9385)
C (1.6836, 2.5703, -3.7146)
C (-0.3499, -1.8814, 2.8469)
C (0.7905, -5.5699, -4.2226)
C (-4.6646, 5.0288, 2.8804)
C (-3.9207, 2.9961, 4.1936)
C (-4.7760, 5.7749, 9.9971)
C (-5.2118, 4.8152, 8.9163)
C (-4.1156, 4.4264, 7.9519)
C (-2.0917, 2.6109, 2.9380)
C (-1.6004, 6.9744, -0.2369)
C (4.3892, -6.2532, -4.6717)
C (-1.2440, 4.9640, -1.7419)
C (5.5377, -5.4438, -5.2346)
C (3.4940, -3.3868, -0.9645)
C (-5.9874, 4.9135, 6.7989)
C (2.0377, -3.5410, -4.5603)
C (0.4548, 5.8969, -2.8921)
C (-1.3293, 6.4687, -1.6333)
C (-0.1526, -2.5360, 4.1915)
C (0.8387, -4.2177, -4.3292)
C (1.6664, -2.8925, 2.9284)
C (1.9304, 2.2435, -6.2145)
C (2.0019, -6.2297, -4.3695)
C (-4.1084, 3.6263, 2.8364)
C (1.3865, -4.5472, -0.1679)
C (1.3248, 1.7463, -4.9247)
H (-1.7855, 8.0481, -0.2511)
H (-5.6761, 3.9305, 9.3595)
H (-4.7977, 2.4488, 4.5283)
H (1.7189, 3.3025, -6.3598)
H (1.1382, -5.0392, -1.1141)
H (0.1378, -1.8295, 4.9720)
H (3.5291, -2.3825, -0.5502)
H (-4.5658, 6.7591, 9.5775)
H (-1.0247, -3.0949, 4.5216)
H (-3.4059, 5.2354, 7.7621)
H (1.5258, 1.6927, -7.0642)
H (0.9786, 3.3753, -3.5223)
H (-1.1526, -0.1250, 1.9107)
H (-2.4718, 6.4817, 0.1948)
H (-0.0616, -3.6230, -4.2215)
H (-3.6339, 3.7102, 4.9572)
H (-2.2043, 4.5008, -1.9559)
H (-1.8145, -0.4479, 3.5166)
H (-2.0665, 6.8715, -2.3326)
H (6.3324, -5.3252, -3.2636)
H (-0.1809, 0.2114, 3.3193)
H (6.2557, -6.1851, -5.5922)
H (0.9887, -5.1772, 0.6286)
H (-0.9663, -2.5085, 2.1950)
H (-0.8662, -5.0791, -2.2782)
H (-0.7370, 6.8085, 0.4079)
H (5.2851, -4.8269, -6.0964)
H (3.0097, 2.0888, -6.2190)
H (-3.5704, 3.5397, 8.2671)
H (0.8878, -3.5773, -0.1219)
H (-2.1739, -5.4503, -4.9212)
H (0.2404, 1.6500, -5.0271)
H (-4.9043, 5.3748, 1.8744)
H (-0.8084, 4.4943, -0.8568)
H (-5.5696, 5.9053, 10.7321)
H (2.9982, -3.3525, -1.9427)
H (7.2244, -4.3193, -4.4086)
H (2.0267, -2.4594, -4.6122)
H (-3.9284, 5.7222, 3.2891)
H (4.6346, -6.4730, -3.6274)
H (-3.8887, 5.4065, 10.5124)
H (5.6025, -3.8318, -3.7980)
H (3.1320, -4.1520, 1.0204)
H (-5.5713, 5.0703, 3.4846)
H (-4.7244, 2.9948, 2.1902)
H (2.0665, -7.3047, -4.2732)
H (2.6933, 2.9831, -3.7636)

Output
Net charge = +1
Gap between HOMO and LUMO = 8.0 eV

---

ORCA calculation (wB97M-V/def2-TZVPD) on a molecular structure, C31H47N4O7P2Ru.

Positions of all 92 atoms, in Å:
Ru (0.1652, 0.1207, 1.2215)
P (3.3337, -0.4483, 2.6767)
P (3.1027, -1.3923, -0.2034)
O (1.8994, -0.1463, 2.3094)
O (3.2407, -1.7939, 3.5464)
O (2.0030, -0.4325, -0.4953)
O (4.8265, 0.2510, 0.5954)
O (2.6025, -2.8348, 0.2258)
O (4.0240, -1.6780, -1.4680)
O (4.2055, 0.5749, 3.2942)
N (-2.1389, 0.7598, 1.6566)
N (-0.5886, -1.2833, -0.4224)
N (-3.7881, 1.9695, 2.4454)
N (-0.3489, 1.6597, -0.3624)
C (2.4715, 2.7207, 0.8388)
C (-1.1571, -4.8896, 0.2954)
C (1.2873, 3.4031, 1.5121)
C (-0.4959, 0.9822, -1.4376)
C (-0.6357, -2.7249, -0.5807)
C (-0.7569, -0.5254, -1.4397)
C (-1.2766, -3.1371, 1.9906)
C (5.2897, -1.9932, 1.3925)
C (-2.5939, 2.9390, -1.9845)
C (-3.9927, 3.4726, -1.6614)
C (-0.8968, -5.4688, -0.9313)
C (-3.2221, 0.6544, 0.8093)
C (-0.3966, -4.6899, -1.9487)
C (-2.3476, 3.0383, -3.4924)
C (0.2395, 3.8801, 0.5197)
C (0.7297, 2.6742, 2.7447)
C (-4.2551, 1.3884, 1.2916)
C (-1.0082, -3.5244, 0.5289)
C (-2.6854, -2.5865, 2.1844)
C (-0.2087, -2.2918, 2.6849)
C (0.4898, -2.6384, -2.9759)
C (-1.5324, 3.6696, -1.1735)
C (1.7663, -3.4013, -3.3543)
C (0.0627, 5.2582, 0.4712)
C (-0.2310, -3.3121, -1.8053)
C (-0.4030, -2.5431, -4.2165)
C (-0.8537, 5.8512, -0.3776)
C (-1.6561, 5.0598, -1.1648)
C (-0.5239, 3.0971, -0.3706)
C (-2.5180, 1.5634, 2.6229)
C (4.2230, -0.9351, 1.1258)
H (-4.1822, 4.4278, -2.1510)
H (-0.9566, 6.9271, -0.4010)
H (-0.4918, 1.4404, -2.4232)
H (-4.7515, 2.7761, -2.0188)
H (1.6863, 4.3318, 1.9299)
H (3.9010, -1.8033, 4.2508)
H (-1.1309, -0.9008, -2.3879)
H (-3.2083, 0.0289, -0.0652)
H (5.9133, -2.1208, 0.5090)
H (-1.3666, -2.0706, -4.0278)
H (-5.2552, 1.5470, 0.9349)
H (1.5297, 2.4421, 3.4461)
H (-2.4974, 4.0661, -3.8260)
H (2.8824, 3.3810, 0.0740)
H (-4.1307, 3.6098, -0.5906)
H (0.2472, 1.6923, 2.5285)
H (-1.3342, 2.7620, -3.7835)
H (2.2328, 1.7768, 0.3544)
H (5.0745, 0.7802, 1.3742)
H (4.8544, -2.9513, 1.6680)
H (4.4855, -0.8813, -1.7686)
H (5.9231, -1.6497, 2.2119)
H (1.5423, -4.2752, -3.9673)
H (0.0981, -1.9893, -5.0108)
H (-2.8878, -2.4174, 3.2428)
H (-0.2375, -2.3918, 3.7692)
H (-2.4130, 5.5213, -1.7846)
H (-2.6079, 1.8850, -1.7022)
H (-0.4278, -1.2220, 2.5248)
H (-0.1065, -5.1549, -2.8804)
H (-0.0271, 3.2880, 3.2347)
H (-0.6177, -3.5421, -4.5992)
H (2.3266, -3.7458, -2.4881)
H (3.2461, 2.5155, 1.5751)
H (-1.4699, -5.5159, 1.1206)
H (-1.9233, 1.8622, 3.4670)
H (0.6658, 5.8784, 1.1206)
H (-1.0359, -6.5313, -1.0713)
H (0.7968, -2.5257, 2.3408)
H (-1.2400, -4.1028, 2.5014)
H (-3.4278, -3.2871, 1.8032)
H (1.7979, -3.1386, -0.2192)
H (-4.2970, 2.5841, 3.0583)
H (-2.8191, -1.6381, 1.6665)
H (-3.0475, 2.4089, -4.0425)
H (0.8096, -1.6353, -2.6835)
H (2.4271, -2.7584, -3.9320)

Output
Net charge = +1
Gap between HOMO and LUMO (alpha / beta) = 7.2 / 7.5 eV
Multiplicity = 5
ΔE to the lowest compared entry with this formula, charge and spin = 0.0 kcal per mole

---

| no. | energy (a.u.) | M (g/mol) |
| --- | --- | --- |
| 1 | -3340.16679 | 833.68 |
| 2 | -2732.74323 | 750.76 |